No. 1
C38H52O8P4Sn | wB97M-V/def2-TZVPD

XYZ file:
```
103
Properties=species:S:1:pos:R:3:mulliken_charge:R:1
Sn 0.4288 -0.1401 -0.1961 1.6363
O -0.5678 2.2243 -0.7416 -0.2216
P -1.5698 3.2729 -0.3565 0.6913
C -1.4768 3.7202 1.4092 -0.7460
P -1.7887 2.2903 2.5035 0.1843
O -0.9834 1.0885 2.1493 -0.3101
C -1.4080 2.8515 4.2001 0.7626
C -1.7800 4.1471 4.6818 -0.1962
C -1.4269 4.5262 5.9391 -0.6952
C -0.7566 3.5925 6.7856 -0.3506
C -0.4082 2.2919 6.3237 -0.6407
C -0.7612 1.9117 5.0643 -0.3509
C -3.5305 2.0113 2.6398 0.9606
C -3.9274 0.6849 2.8820 -0.4730
C -5.2732 0.3899 3.0031 -0.8387
C -6.2183 1.4066 2.9059 -0.5821
C -5.8284 2.7257 2.6718 -0.7268
C -4.4890 3.0346 2.5520 -0.2288
C -3.2542 2.8695 -0.7251 0.6193
C -4.2171 3.8546 -0.9719 -0.4814
C -5.5244 3.4863 -1.2444 -0.8344
C -5.8715 2.1416 -1.2712 -0.6712
C -4.9204 1.1607 -1.0132 -0.6345
C -3.6080 1.5178 -0.7509 -0.1910
C -1.1880 4.8291 -1.2703 0.5064
C -0.4432 4.6711 -2.5197 -0.2414
C -0.0218 5.7629 -3.2739 -0.7785
C -0.3635 7.0206 -2.8493 -0.3671
C -1.0969 7.1941 -1.6090 -0.6682
C -1.5175 6.0868 -0.8474 -0.0677
H -2.2083 4.5069 1.6100 0.3342
H -0.4753 4.1032 1.6288 0.5686
H -2.3360 4.8305 4.0530 0.2513
H -1.6698 5.5121 6.3121 0.4793
H -0.5436 3.8669 7.8122 0.4484
H 0.1167 1.6130 6.9822 0.4770
H -0.5352 0.9215 4.6922 0.4994
H -3.1824 -0.0963 2.9596 0.4748
H -5.5903 -0.6286 3.1819 0.4921
H -7.2682 1.1760 3.0307 0.4717
H -6.5753 3.5043 2.5940 0.4931
H -4.2004 4.0671 2.3926 0.2231
H -3.9590 4.9066 -0.9624 0.3628
H -6.2693 4.2440 -1.4473 0.4808
H -6.8869 1.8548 -1.5110 0.4782
H -5.2033 0.1166 -1.0266 0.4933
H -2.8642 0.7539 -0.5620 0.3045
H -0.2407 3.6638 -2.8641 0.4181
H 0.5284 5.6203 -4.1937 0.4661
H -0.1096 7.8936 -3.4380 0.4680
H -1.2976 8.1999 -1.2581 0.4657
H -2.0716 6.2571 0.0655 0.3744
C 7.0362 -1.9771 -0.5387 -1.4844
C 5.8452 -2.4091 -1.3552 0.8324
C 6.0834 -2.3723 -2.8450 -1.3354
O 4.7409 -1.4522 -1.0307 -0.3648
P 3.2794 -1.8459 -0.7607 0.0921
O 2.4921 -0.5642 -0.5369 -0.7722
C 2.5767 -2.7910 -2.1117 -0.3133
P 0.8428 -3.2209 -1.8229 0.1327
O 0.1748 -2.0381 -1.1455 -0.6696
O 0.2265 -3.6621 -3.1644 -0.3011
C -0.0526 -2.9892 -4.4548 0.4192
C 1.0963 -3.2345 -5.4035 -1.3112
C -0.3871 -1.5277 -4.2609 -1.1596
O 0.7590 -4.4415 -0.8983 -0.1471
C 1.1611 -5.8364 -1.2530 0.6673
C -0.0995 -6.6567 -1.3590 -1.4942
C 2.1192 -6.3034 -0.1871 -1.1159
O 3.1801 -2.8612 0.4180 0.3358
C 3.5791 -2.5174 1.8037 0.5299
C 4.4543 -3.6397 2.3039 -1.4829
C 2.3063 -2.3439 2.6022 -1.0296
H 7.8624 -2.6641 -0.7188 0.4232
H 6.8112 -1.9804 0.5279 0.3492
H 7.3525 -0.9739 -0.8240 0.3624
H 5.5170 -3.4033 -1.0382 0.2451
H 6.3620 -1.3669 -3.1608 0.3432
H 5.2026 -2.6827 -3.4098 0.2666
H 6.8986 -3.0502 -3.0950 0.4308
H 3.1530 -3.7049 -2.2757 0.5840
H 2.6357 -2.1743 -3.0124 0.3471
H -0.9321 -3.5223 -4.8070 0.3335
H 1.9853 -2.6608 -5.1322 0.2378
H 0.7986 -2.9256 -6.4054 0.4559
H 1.3505 -4.2927 -5.4434 0.3738
H 0.4872 -0.9620 -3.9229 0.1498
H -1.2013 -1.3976 -3.5478 0.3132
H -0.6998 -1.1189 -5.2207 0.5240
H 1.6605 -5.7944 -2.2248 0.3254
H -0.6408 -6.6431 -0.4128 0.3383
H 0.1609 -7.6883 -1.5941 0.4242
H -0.7534 -6.2780 -2.1434 0.3486
H 1.6090 -6.3866 0.7735 0.3159
H 2.9608 -5.6176 -0.0802 0.1334
H 2.5024 -7.2872 -0.4562 0.4601
H 4.1440 -1.5828 1.7688 0.4187
H 3.8815 -4.5639 2.3914 0.3335
H 4.8569 -3.3863 3.2843 0.4480
H 5.2922 -3.8118 1.6286 0.3597
H 1.6636 -3.2164 2.4786 0.2638
H 1.7506 -1.4536 2.2912 -0.0394
H 2.5476 -2.2375 3.6596 0.5120
```

Output
Energy, eV: -99586.1102
HOMO (spin up / spin down), hartree: -0.6753 / -0.6710
Kohn-Sham gap (spin up / spin down), eV: 4.425 / 4.626
Total charge: +4

=====

No. 2
C38H54ClF6NO8P3S2SiTi | wB97M-V/def2-TZVPD

XYZ file:
```
115
Properties=species:S:1:pos:R:3:mulliken_spin:R:1
Ti -0.2760 -1.2603 0.3466 1.1127
C 2.1512 -0.5065 -3.8401 0.0009
C 3.1995 -0.5031 -2.8036 0.0002
C 3.7143 -1.8872 -2.4864 -0.0005
P 2.4586 0.2212 -1.3025 0.0215
C 3.8730 0.5276 -0.1400 -0.0032
C 5.2222 0.9312 -0.6611 0.0008
C 3.3611 1.5177 0.8761 0.0025
C 1.7235 1.7807 -1.8662 0.0011
C 2.4175 2.5293 -2.8894 -0.0016
C 1.8352 3.6391 -3.5253 -0.0002
C 0.6634 4.0782 -2.9372 -0.0001
C -0.0733 3.3802 -1.9783 0.0018
C 0.4631 2.1822 -1.4175 0.0014
Si -0.5631 1.2747 0.0545 0.0212
C -2.3443 1.5938 -0.4633 0.0136
C -3.1737 2.6005 0.0224 0.0111
C -4.5445 2.7637 -0.2025 0.0059
C -5.0895 2.0107 -1.2390 0.0007
C -4.2201 1.0913 -1.8893 0.0017
C -2.9115 0.8116 -1.4642 -0.0028
P -2.1410 -0.6405 -2.4133 -0.0082
C -3.3962 -1.8166 -3.0330 -0.0037
C -4.1653 -1.3891 -4.2866 0.0004
C -4.3585 -2.2540 -1.9797 -0.0005
C -1.3738 0.1095 -3.8759 0.0028
C -2.1770 1.2061 -4.5643 -0.0003
C -0.8348 -0.8743 -4.8981 -0.0013
C -0.0326 2.3487 1.5401 0.2164
C 0.3351 3.6386 1.2227 0.0087
C 0.9301 4.4300 2.1928 0.0044
C 0.8481 4.0769 3.5455 -0.0038
C 0.3736 2.7978 3.8654 -0.0805
C -0.0246 1.9079 2.9045 -0.0992
P -0.6050 0.2484 3.4278 -0.0824
C -1.9586 0.9551 4.9638 0.4142
C -2.6763 -0.3650 5.3194 -0.0299
C -2.9292 2.0297 4.5234 0.0028
C 0.7143 -0.4278 4.6258 0.0406
C 2.2004 -0.0313 4.1428 0.0028
C 0.5824 -2.0077 4.5584 0.0433
H 2.1165 -1.3768 -4.5236 0.0001
H 1.9011 0.4241 -4.4485 -0.0002
H 1.2799 -0.7278 -3.2482 -0.0015
H 4.1089 0.0809 -3.0460 -0.0001
H 2.9182 -2.5618 -2.2712 -0.0006
H 4.4052 -1.9869 -1.6456 -0.0005
H 4.2383 -2.1968 -3.4083 0.0004
H 3.9719 -0.4441 0.3597 -0.0024
H 5.1644 1.7453 -1.4386 0.0001
H 5.7502 0.1084 -1.1165 -0.0001
H 5.8380 1.2372 0.1640 -0.0002
H 3.1637 2.5267 0.4156 -0.0001
H 4.1323 1.6512 1.6161 -0.0001
H 2.4589 1.1536 1.4542 0.0016
H 3.3661 2.1958 -3.2829 0.0001
H 2.4415 4.0466 -4.3288 0.0002
H 0.3786 5.0614 -3.2132 -0.0002
H -0.9807 3.7881 -1.4843 -0.0001
H -2.8534 3.2285 0.8692 -0.0028
H -5.0253 3.4865 0.4576 0.0000
H -6.1460 1.9520 -1.5561 0.0000
H -4.5520 0.4795 -2.6734 0.0004
H -2.6969 -2.6167 -3.1829 0.0011
H -4.8281 -2.1947 -4.6239 -0.0001
H -3.4962 -1.2674 -5.0777 -0.0004
H -4.8220 -0.5211 -4.2735 0.0000
H -4.8916 -1.3724 -1.5842 0.0004
H -3.8786 -2.7717 -1.1562 -0.0005
H -5.0871 -3.0070 -2.3668 0.0000
H -0.5287 0.6386 -3.3610 -0.0003
H -3.2942 1.0873 -4.4548 0.0001
H -1.9500 1.4167 -5.5715 -0.0001
H -1.9821 2.1728 -4.0036 0.0002
H -1.6399 -1.2400 -5.6043 0.0002
H -0.4544 -1.7958 -4.3952 -0.0004
H -0.1018 -0.5067 -5.5586 -0.0001
H 0.3874 3.9807 0.1932 0.0007
H 1.2844 5.4392 1.9010 0.0008
H 1.0088 4.7972 4.3222 -0.0009
H 0.1693 2.5644 4.9123 0.0125
H -1.2711 1.3846 5.7077 0.0051
H -2.9552 -0.7736 4.3736 0.0016
H -3.5815 -0.1405 5.8649 0.0128
H -1.9759 -0.9936 5.8574 0.0046
H -2.3982 2.8887 4.1369 0.0002
H -3.5180 2.4700 5.3059 0.0195
H -3.7009 1.7888 3.7459 0.0093
H 0.4582 -0.0613 5.6256 0.0016
H 2.2949 -0.2632 3.0956 0.0053
H 2.9061 -0.6408 4.7114 -0.0008
H 2.3512 1.0397 4.3441 0.0008
H 0.9409 -2.4173 3.4748 -0.0115
H -0.5103 -2.3438 4.5376 0.0027
H 1.2372 -2.5025 5.2716 0.0004
O -1.9126 -2.1610 0.8522 0.0141
Cl -3.2204 -1.4468 1.5073 0.0401
O -4.1316 -0.7508 0.4506 0.0086
O -0.1461 -0.5942 2.1089 0.1483
O -1.0312 -1.3564 -1.7130 -0.0179
F -0.0454 -4.8367 2.1560 -0.0007
C 0.5829 -5.4721 1.1807 0.0017
F 1.6199 -6.2445 1.6217 0.0000
F -0.2919 -6.2570 0.5340 -0.0001
S 1.2908 -4.1637 0.0812 -0.0048
O 0.0478 -3.5271 -0.3392 -0.0077
O 2.0410 -4.7297 -0.9922 0.0000
N 1.9639 -3.1852 1.1684 -0.0003
S 3.5581 -3.0759 1.5291 0.0016
O 1.5464 -0.7268 -0.5828 0.1414
O 4.4077 -3.4056 0.3602 0.0000
C 3.7185 -4.5299 2.7911 0.0012
F 4.0777 -5.7264 2.4075 0.0001
F 2.5575 -4.5519 3.4357 0.0000
F 4.6171 -4.0870 3.6486 0.0001
```

Output
Multiplicity: 3
Energy, eV: -167508.9951
HOMO (spin up / spin down), hartree: -0.1152 / -0.1605
Kohn-Sham gap (spin up / spin down), eV: 5.385 / 6.619
Total charge: -1
Energy above the lowest of the compared OMol25 structures with the same formula, charge and spin, kJ/mol: 197.06